Entry from the OMol25 dataset: a single C6H6O molecule in a non-equilibrium geometry (the ωB97M-V functional and the def2-TZVPD basis).

Results
* energy relative to the best compared isomer or geometry (same formula, charge and spin): 105.1 kcal/mol
* total charge: 0
* HOMO-LUMO gap: 8.857 eV
* SMILES: CC1=C2C(=O)[C@@]12C

Atoms and positions in Å:
H (0.707, -1.758, 0.817)
C (0.284, 1.555, -0.790)
O (-0.987, 2.859, 2.340)
H (-0.881, -2.036, 1.618)
C (-0.206, 1.179, 0.603)
H (0.441, 0.666, -1.390)
C (-0.722, -0.104, 1.059)
H (-0.390, 2.154, -1.267)
C (-0.418, -1.546, 0.888)
H (-0.752, -1.880, -0.118)
H (1.168, 2.053, -0.688)
C (-1.767, 0.714, 1.324)
C (-0.920, 1.942, 1.567)

Forces on atoms 1 to 6 (eV/Å):
H -1.55 0.44 0.61
C -1.10 -3.03 1.71
O 0.38 -0.36 -1.10
H -1.73 -2.48 2.85
C 1.73 -0.68 -1.08
H 0.04 -0.18 -0.05